Entry 1:
The following is a DFT calculation (ωB97M-V with the def2-TZVPD basis set) of C12H33CuN3O7S as an isolated structure in a non-equilibrium geometry.

XYZ file:
```
57
Properties=species:S:1:pos:R:3:forces:R:3
Cu 0.0711 0.2797 0.7329 0.1 -0.3 0.7
S 0.6164 0.3897 3.5738 0.8 -0.5 2.1
O 1.5821 0.0123 2.5054 0.9 -0.2 -1.3
O 0.4047 -0.7684 4.4473 -0.3 -0.4 -0.1
O 1.0992 1.5272 4.3577 -0.2 0.4 -0.5
O -0.6296 0.6870 2.8270 -1.6 0.8 -1.4
C -1.8678 -2.7870 1.3732 -0.4 -0.1 -0.3
C -0.5028 -3.3022 0.9469 0.1 -0.3 0.2
C -0.4635 -3.9346 -0.4318 -0.3 0.1 -0.2
O 0.8778 -4.3258 -0.6846 -0.3 -0.1 0.0
C 1.0565 -4.8343 -1.9731 0.6 -0.3 -0.5
N 0.3976 -2.1613 0.9705 -0.2 0.8 0.2
H -1.8286 -2.4075 2.3949 0.1 0.0 0.0
H -2.6464 -3.5543 1.3141 0.1 -0.1 0.0
H -2.1710 -1.9501 0.7377 0.1 0.0 0.0
H -0.1913 -4.0727 1.6685 0.0 0.0 -0.1
H -0.8529 -3.2182 -1.1716 0.4 0.2 -0.1
H -1.1105 -4.8090 -0.5826 -0.1 -0.1 0.6
H 1.2793 -4.0239 -2.6804 -0.2 -0.1 -0.1
H 0.2253 -5.4484 -2.3442 -0.3 0.3 0.2
H 1.9120 -5.5185 -1.9885 0.1 0.2 0.2
H 0.4057 -1.7788 1.9194 0.3 0.1 -0.1
H 1.3630 -2.3494 0.7307 -0.1 -0.3 0.1
C -3.8480 3.3536 0.3747 -0.8 -0.7 -0.6
C -2.8036 2.2393 0.4485 1.3 1.9 0.3
C -2.6254 1.5681 -0.8939 -0.1 -1.5 0.0
O -1.7844 0.4066 -0.7383 -0.2 0.6 0.0
C -1.7425 -0.3659 -1.9137 0.2 0.1 0.1
N -1.5033 2.8957 0.7520 0.5 -0.5 0.4
H -3.6037 4.0359 -0.4435 0.2 0.2 0.2
H -3.9443 3.8922 1.3136 0.2 0.0 0.0
H -4.8434 2.9645 0.1187 0.1 0.0 0.1
H -2.9746 1.5769 1.2975 -0.4 -0.5 -0.5
H -2.1550 2.2097 -1.6436 0.0 0.4 0.2
H -3.5657 1.1942 -1.3248 -0.2 0.2 0.2
H -2.7435 -0.7286 -2.1677 0.0 -0.2 0.0
H -1.0434 -1.1703 -1.7003 -0.2 -0.2 -0.1
H -1.3642 0.1915 -2.7798 0.0 0.2 0.1
H -1.0955 2.5060 1.6086 -0.1 -0.1 -0.2
H -1.5776 3.8935 0.8925 -0.2 0.0 -0.1
C 3.2350 3.6994 -0.2594 -0.8 -0.2 -0.9
C 2.6166 2.3462 0.0559 0.2 -0.9 -0.3
C 2.4644 1.5509 -1.2403 -0.5 0.0 -0.2
O 1.6981 0.3632 -1.0124 0.2 0.2 0.5
C 1.7525 -0.5348 -2.0759 -0.3 -0.9 -0.1
N 3.4424 1.5715 0.9830 0.0 0.4 -0.2
H 4.2384 3.5874 -0.6746 0.3 0.1 0.7
H 3.1043 4.3576 0.5954 0.6 0.1 0.0
H 2.6958 4.1476 -1.1045 -0.2 0.1 0.2
H 1.5898 2.4802 0.4289 0.0 0.2 0.1
H 3.4336 1.2650 -1.6594 0.1 0.1 0.2
H 1.9159 2.1406 -1.9889 0.1 0.1 0.0
H 1.3047 -1.4857 -1.7674 -0.2 0.2 0.2
H 2.7733 -0.8214 -2.3583 0.1 0.5 -0.1
H 1.1770 -0.1719 -2.9378 0.3 0.1 -0.1
H 2.8414 0.9716 1.5626 0.1 0.0 0.1
H 3.9087 2.2182 1.6093 -0.1 -0.1 0.1
```
Positions in Å, forces in eV/Å.

- Gap between HOMO and LUMO: 6.5 eV
- Maximum force: 2.3 eV/A
- Charge: -1
- Highest occupied orbital energy: -0.1486 Eh
- Energy above the lowest of the compared OMol25 structures with the same formula, charge and spin: 0.00 kJ/mol

Entry 2:
The following is a DFT calculation (ωB97M-V with the def2-TZVPD basis set) of C12H33CuN3O7S as an isolated structure in a non-equilibrium geometry.

XYZ file:
```
57
Properties=species:S:1:pos:R:3:forces:R:3
Cu -2.3672 -0.0283 0.3163 -0.6 -0.5 -0.2
S -4.5398 -1.6981 -0.0167 -2.4 -3.2 -1.5
O -4.1644 -0.5523 -0.8663 1.3 3.3 -0.6
O -5.9707 -1.9954 -0.1226 1.3 1.0 0.6
O -3.7385 -2.7944 -0.5178 0.8 -1.1 0.5
O -4.1303 -1.2579 1.3298 1.3 1.0 1.3
C 0.3873 -1.6454 4.0058 1.7 0.8 -1.8
C 0.2826 -0.4871 2.8347 0.2 -2.5 1.6
C 1.3825 -0.7674 1.7572 0.0 1.1 0.1
O 1.5140 0.3249 0.8343 -1.4 0.2 1.4
C 2.5047 0.2005 -0.1271 0.6 0.3 0.0
N -1.1149 -0.5005 2.3706 -0.5 0.4 -1.3
H 1.4259 -1.9524 4.1285 0.5 0.4 0.0
H 0.0012 -2.5912 3.6254 -0.9 0.2 0.3
H 0.1112 -1.3158 5.0074 -0.7 -0.1 -0.4
H 0.4943 0.4449 3.3588 0.0 0.2 -0.4
H 1.2638 -1.6919 1.1921 -0.5 -0.2 0.0
H 2.3425 -0.8449 2.2676 0.0 -0.1 0.4
H 2.4984 1.1118 -0.7251 -0.7 -0.4 -0.6
H 2.3527 -0.7485 -0.6412 0.4 0.2 -0.6
H 3.5086 0.3029 0.2850 0.3 -0.7 0.5
H -1.7861 -0.4839 3.1251 0.1 0.5 0.5
H -1.3796 -1.3807 1.9519 0.5 -0.6 -0.1
C -1.3673 4.2473 -0.2797 -0.3 0.4 2.1
C -0.2652 3.2845 0.0365 1.0 -1.2 -2.5
C 1.0383 3.8092 0.7061 -2.8 -0.3 -0.3
O 1.5157 4.9219 0.0084 -0.1 0.0 -0.5
C 2.3562 5.7235 0.8159 0.6 -0.6 -0.3
N -0.8437 2.0725 0.6447 -0.3 0.0 0.9
H -1.6024 4.6627 0.7003 -0.2 0.7 0.3
H -2.2759 3.6685 -0.4458 0.1 0.2 -1.0
H -1.1231 5.0980 -0.9158 -0.1 -0.5 -0.3
H 0.0742 2.8999 -0.9253 0.2 0.0 -0.4
H 1.6766 2.9258 0.6932 0.7 0.3 0.5
H 0.6577 4.1020 1.6847 0.7 0.0 0.7
H 2.7408 5.0220 1.5563 0.2 0.7 0.7
H 1.8482 6.6087 1.1986 -0.2 -0.2 0.4
H 3.2099 6.0695 0.2332 -0.1 0.0 -0.2
H -0.1195 1.4319 0.9367 0.5 -0.2 -0.4
H -1.2524 2.3249 1.5332 -0.5 0.2 0.3
C -0.1825 -0.8973 -2.9644 1.7 -0.7 -0.3
C -0.6059 -2.1737 -2.2188 0.4 0.0 -0.8
C 0.4212 -3.3252 -2.1813 0.7 0.4 -0.6
O 0.8935 -3.5804 -3.5102 0.1 -0.3 -0.4
C 1.4615 -4.8897 -3.7718 -0.2 0.6 1.4
N -1.0533 -1.7915 -0.8770 -1.0 0.1 0.8
H -0.3794 0.0364 -2.4376 -1.1 -0.2 -0.2
H -0.4380 -0.9665 -4.0217 -0.5 0.5 0.2
H 0.9034 -0.8100 -3.0019 0.5 -0.5 0.0
H -1.5364 -2.5264 -2.6637 0.4 -0.3 -0.8
H 0.1540 -4.2491 -1.6683 -1.1 -0.2 -0.3
H 1.1990 -3.0030 -1.4889 0.9 0.5 -0.2
H 0.8322 -5.6175 -3.2595 0.1 -0.3 -0.1
H 2.4722 -4.9377 -3.3665 0.1 0.0 0.3
H 1.5782 -5.1845 -4.8146 -0.6 0.8 -0.2
H -1.9797 -2.1043 -1.1300 -1.5 0.6 1.5
H -0.8860 -2.5014 -0.1784 0.7 -0.4 0.2
```
Positions in Å, forces in eV/Å.

- Gap between HOMO and LUMO (spin up / spin down): 9.3 / 6.2 eV
- Maximum force: 4.3 eV/A
- 2S+1: 2
- Highest occupied orbital energy (spin up / spin down): -0.3366 / -0.3313 Eh
- <S²>: 0.76
- Energy above the lowest of the compared OMol25 structures with the same formula, charge and spin: 0.00 kJ/mol

Entry 3:
The following is a DFT calculation (ωB97M-V with the def2-TZVPD basis set) of C12H34N2O10PY as an isolated structure in a non-equilibrium geometry.

XYZ file:
```
60
Properties=species:S:1:pos:R:3:forces:R:3
Y 0.5498 0.4604 0.7638 2.8 -0.2 0.2
P 3.1273 0.6600 1.4483 3.0 0.3 3.5
O 2.3109 -0.6451 1.3871 0.2 -4.3 -0.2
O 2.0254 1.4104 2.2598 -0.4 1.4 4.3
O 2.5351 1.3189 0.2201 0.7 1.7 -6.9
O 4.6606 0.5825 1.8028 -4.5 0.5 -1.3
C 1.4560 -1.8483 -3.2454 -1.7 -2.6 -1.7
C 0.9177 -2.2882 -1.9053 0.7 1.3 -0.2
C 1.5909 -3.4730 -1.1773 -1.2 -2.9 -3.0
O 1.3383 -4.7192 -2.0055 -1.3 3.4 1.0
C 1.9017 -5.8761 -1.5375 0.9 -0.8 -0.6
N 1.2342 -1.1566 -1.0857 1.3 0.3 1.6
H 1.0396 -0.8769 -3.5119 0.4 0.2 0.2
H 0.8839 -2.5644 -3.8354 0.4 0.0 -1.3
H 2.5062 -2.0039 -3.4924 0.0 0.3 0.5
H -0.1633 -2.1656 -1.9721 -0.3 -1.8 -0.1
H 1.1869 -3.5999 -0.1729 -0.1 -0.1 0.1
H 2.6800 -3.4686 -1.1335 0.1 1.0 0.1
H 2.0829 -5.9270 -0.4639 -0.5 -0.1 0.2
H 2.8790 -5.9814 -2.0087 0.4 -0.3 0.0
H 1.2648 -6.6588 -1.9495 0.1 -0.4 0.6
H 1.7198 -1.6807 -0.3718 0.5 1.5 1.6
H 2.0163 -0.7600 -1.5868 0.3 1.0 0.6
C -2.0451 1.0702 4.5406 0.2 1.0 -0.1
C -1.4635 1.0691 3.0780 -1.7 0.4 0.7
C -1.1644 2.5019 2.5493 0.1 -0.7 -0.4
O -0.3145 2.5035 1.3437 -2.5 0.2 1.9
C 0.0280 3.8013 0.9789 2.0 0.7 0.6
N -0.3405 0.1756 2.9715 -0.2 0.0 1.8
H -2.3143 0.1287 5.0193 -0.1 -0.6 -0.9
H -2.9337 1.6997 4.5888 0.0 0.1 0.0
H -1.3463 1.4378 5.2920 0.4 0.6 -0.3
H -2.2744 0.6726 2.4670 0.0 0.0 -0.3
H -0.7072 3.1221 3.3203 0.3 0.0 -0.1
H -2.1339 2.9229 2.2828 0.0 0.3 0.0
H 0.9144 3.6762 0.3569 -0.3 0.3 -0.5
H 0.4479 4.3199 1.8407 -0.1 0.1 0.3
H -0.7526 4.4590 0.5967 -0.4 -0.5 -0.4
H 0.2559 0.5384 3.7014 1.7 0.5 -0.6
H -0.6390 -0.6136 3.5266 -0.2 -1.1 -0.7
C 0.1485 2.7218 -2.4448 0.7 0.9 1.1
C -1.1926 2.4038 -3.0126 0.3 -0.3 -0.4
O -2.2031 2.6389 -2.0729 -1.1 -0.3 0.9
O 0.5771 1.8007 -1.3808 -1.4 1.3 -2.5
H 0.0481 3.7381 -2.0636 -0.2 0.2 0.9
H 0.8731 2.9798 -3.2171 0.5 -1.3 -0.2
H -1.2511 1.3413 -3.2486 -0.1 0.0 -0.4
H -1.4126 3.0279 -3.8788 0.4 -0.3 -0.3
H -2.5250 3.5431 -2.0950 0.2 0.0 0.0
H 1.4819 2.0108 -1.1383 1.4 -0.1 0.5
C -2.1268 -1.4761 0.4445 -2.5 -0.2 -1.1
C -2.2765 -0.3497 -0.6034 1.8 -1.9 -1.2
O -1.5658 0.8055 -0.2027 -2.0 -0.6 1.1
O -0.8408 -1.6840 0.8481 2.1 0.5 0.5
H -2.4293 -2.4447 0.0465 -0.8 0.3 -0.7
H -2.8026 -1.2950 1.2804 0.0 0.3 0.3
H -3.2702 -0.3171 -1.0501 -0.6 0.9 1.1
H -1.7261 -0.6091 -1.5077 0.2 -1.0 -0.2
H -1.6826 1.4665 -0.8891 -0.2 0.9 -0.1
H -0.7844 -2.5264 1.3050 0.3 0.1 0.1
```
Positions in Å, forces in eV/Å.

- Gap between HOMO and LUMO: 5.8 eV
- Maximum force: 7.2 eV/A
- Highest occupied orbital energy: -0.2227 Eh
- Energy above the lowest of the compared OMol25 structures with the same formula, charge and spin: 394.76 kJ/mol